Below is a molecular structure, C8H12BrF6N3O2PTi, with properties calculated with the ωB97M-V functional and the def2-TZVPD basis.

Results
Expectation value of S² ... 3.77
Relative energy (zero: lowest compared OMol25 entry of this formula, charge and spin) ... 0.0 kJ/mol
Spin multiplicity ... 4
Orbital gap (spin up / spin down) ... 6.29 / 5.91 eV
LUMO level (spin up / spin down) ... -7.8 / -11.6 eV
Charge ... +2

Last column: natural (NBO) charge in e.
Geometry (Å):
Ti  -0.12802  -0.42925  0.49102  1.33
C  -0.74625  -0.56453  6.03900  -0.69
C  0.18122  -0.26911  4.94406  0.22
C  1.54204  0.03538  5.15473  -0.19
C  2.34117  0.27572  4.07254  -0.14
C  1.77228  0.21015  2.77517  0.20
Br  2.80875  0.46670  1.27903  0.39
N  0.46291  -0.06434  2.52515  -0.56
C  -0.30049  -0.29207  3.58283  0.16
H  -0.26166  -0.55998  7.01050  0.27
H  -1.23883  -1.53172  5.87213  0.30
H  -1.57070  0.16294  6.03894  0.30
H  1.94604  0.06944  6.15784  0.28
H  3.39368  0.50543  4.17506  0.28
H  -1.34365  -0.52179  3.39082  0.25
C  -4.69371  0.88063  0.01621  -0.26
O  -3.59384  1.55627  -0.65580  -0.44
C  -2.38827  1.20596  -0.35074  0.93
O  -2.08169  0.36234  0.51499  -0.71
N  -1.44494  1.86800  -1.05732  -0.45
N  -0.10462  1.46429  -0.91048  -0.67
H  -5.58654  1.38015  -0.33869  0.24
H  -4.59119  0.98523  1.09236  0.20
H  -4.70145  -0.16832  -0.26815  0.21
H  -1.71293  2.48342  -1.81288  0.43
H  0.44899  2.27045  -0.63094  0.40
H  0.24742  1.14855  -1.81439  0.41
F  -0.56037  -1.56271  -1.33591  -0.57
P  -0.12900  -3.06305  -0.62442  2.62
F  -0.94781  -2.39066  0.75419  -0.57
F  -1.45899  -3.68592  -1.10698  -0.53
F  0.72958  -3.41001  -1.86275  -0.53
F  0.33690  -4.24632  0.26291  -0.53
F  1.17597  -2.09998  0.01076  -0.58